C28H54ClPPdSi | ωB97M-V/def2-TZVPD

Element x y z (Å)
Pd  -0.486  -1.177  4.364
P  -0.096  -0.064  -0.998
Cl  0.261  -2.510  2.427
C  1.279  0.690  -0.014
H  2.088  0.830  -0.756
H  1.576  -0.116  0.680
C  -1.611  -0.866  -0.259
C  0.772  -1.423  -1.922
C  -2.775  -0.963  -1.265
H  -1.251  -1.884  -0.019
C  -3.900  -1.841  -0.708
H  -3.166  0.046  -1.464
H  -2.455  -1.369  -2.234
C  -4.405  -1.352  0.653
H  -4.720  -1.862  -1.436
H  -3.528  -2.870  -0.614
C  -3.263  -1.102  1.644
H  -4.969  -0.422  0.510
H  -5.101  -2.088  1.069
C  -2.131  -0.268  1.046
H  -3.641  -0.601  2.542
H  -2.839  -2.059  1.975
H  -2.496  0.754  0.871
H  -1.321  -0.224  1.785
C  -0.590  1.337  -2.096
C  1.897  -0.942  -2.858
H  1.236  -1.981  -1.084
C  2.638  -2.121  -3.513
H  1.478  -0.298  -3.647
H  2.628  -0.332  -2.311
C  1.703  -3.109  -4.220
H  3.373  -1.732  -4.226
H  3.199  -2.655  -2.734
C  0.524  -3.546  -3.346
H  1.318  -2.649  -5.142
H  2.269  -3.996  -4.524
C  -0.190  -2.382  -2.647
H  -0.212  -4.088  -3.952
H  0.876  -4.247  -2.577
H  -0.762  -1.819  -3.403
H  -0.916  -2.811  -1.942
C  -1.563  2.300  -1.393
H  0.369  1.869  -2.248
C  -1.628  3.607  -2.188
H  -2.565  1.846  -1.344
H  -1.259  2.508  -0.357
C  -2.056  3.366  -3.643
H  -2.324  4.294  -1.692
H  -0.635  4.079  -2.170
C  -1.272  2.240  -4.334
H  -3.126  3.119  -3.659
H  -1.937  4.294  -4.214
C  -1.142  0.970  -3.479
H  -1.750  1.977  -5.284
H  -0.259  2.597  -4.567
H  -2.130  0.497  -3.368
H  -0.494  0.241  -3.990
C  0.095  1.945  1.876
C  1.094  1.984  0.711
H  -0.923  1.664  1.612
C  2.445  2.624  1.148
H  0.652  2.703  -0.003
C  2.774  2.505  2.638
H  3.267  2.199  0.557
H  2.393  3.691  0.891
C  1.683  3.079  3.539
H  2.948  1.457  2.909
H  3.719  3.036  2.819
C  0.250  2.657  3.130
H  1.877  2.795  4.580
H  1.738  4.174  3.507
H  -0.201  2.040  3.929
H  -0.366  3.575  3.076
C  1.240  -0.327  5.197
Si  1.748  -1.820  3.987
C  3.213  -1.317  2.979
C  1.857  -3.397  4.949
H  1.640  0.609  4.786
H  1.834  -0.663  6.059
H  0.220  -0.092  5.650
H  4.105  -1.343  3.620
H  3.370  -2.015  2.147
H  3.120  -0.309  2.563
H  2.462  -3.221  5.845
H  0.871  -3.776  5.247
H  2.353  -4.153  4.326

Summary:
Highest occupied orbital energy (spin up / spin down) = -0.070 / -0.342 hartree
2S+1 = 5
Charge = 0
⟨S²⟩ = 6.008